A molecular structure, C41H36As2B2F8FeN2O3 in a non-equilibrium geometry, computed with wB97M-V/def2-TZVPD.

ORCA input file:
```
! RIJCOSX wB97M-V def2-TZVPD def2/J DEFGRID3
* xyz -1 6
As -1.155 0.294 -2.200
As 1.699 0.499 -0.063
Fe -0.882 -1.075 0.651
F -3.501 -1.323 -2.276
F -2.978 -1.432 -0.064
F -0.139 -4.687 2.004
F -1.702 -3.038 1.750
F -0.115 -3.262 0.223
F -5.152 -1.630 -0.753
F -1.709 -4.898 0.402
F -4.069 0.368 -0.903
O -1.591 1.050 0.596
O 0.621 -1.262 2.168
O 2.813 -2.937 2.953
N -2.648 0.617 2.560
N -1.742 -0.316 2.766
C 2.849 -2.726 1.556
C 0.230 1.763 -2.298
C 3.529 1.001 -0.737
C 2.420 2.011 4.371
C -0.522 -1.794 4.183
C -2.890 0.551 -6.648
C -3.144 3.352 0.228
C 1.010 1.866 2.437
C 1.678 -2.750 3.673
C 4.308 0.092 -1.446
C 0.816 2.065 -0.924
C 1.210 2.260 3.747
C -2.245 -0.600 -6.230
C 3.426 1.359 3.678
C 4.028 2.290 -0.564
C 0.051 -3.691 -2.676
C 5.512 0.475 -2.016
C -2.961 1.641 -5.796
C -3.417 2.440 1.245
C -5.278 3.789 1.935
C -1.678 -0.662 -4.970
C -0.510 -2.480 5.400
C 2.012 -2.403 -3.141
C -0.638 -2.525 -2.391
C 1.380 -3.632 -3.055
C -2.399 1.572 -4.533
C -1.745 0.421 -4.101
C 1.639 -3.402 4.889
C 0.551 -3.282 5.745
C -1.623 -0.942 3.881
C -4.500 2.658 2.094
C -4.978 4.713 0.946
C 0.584 -1.909 3.267
C -0.021 -1.281 -2.493
C -2.513 1.290 1.427
C 1.319 -1.239 -2.859
C 5.963 1.777 -1.884
C 2.018 1.235 1.721
C -3.916 4.489 0.086
C 5.225 2.681 -1.137
C 3.223 0.972 2.368
B -0.940 -4.043 1.109
B -3.982 -1.002 -1.013
H -2.201 -1.462 -6.883
H -4.723 1.937 2.865
H 3.753 -3.239 1.220
H -1.189 -1.572 -4.653
H 1.527 2.896 -0.990
H 3.956 -0.928 -1.550
H -1.676 -2.582 -2.096
H 2.579 2.310 5.397
H 5.582 3.694 -1.010
H -0.287 2.656 -2.674
H 3.050 -2.344 -3.440
H 0.541 -3.837 6.669
H -5.590 5.599 0.845
H 2.912 -1.658 1.304
H 1.978 -3.150 1.059
H -6.114 3.964 2.597
H -2.483 2.414 -3.851
H -3.688 5.215 -0.682
H 6.884 2.089 -2.357
H 1.012 1.532 -3.031
H 2.478 -4.027 5.153
H 4.363 1.133 4.167
H 0.413 2.749 4.290
H -3.345 0.591 -7.628
H -0.443 -4.644 -2.561
H 1.926 -4.536 -3.285
H 1.845 -0.292 -2.956
H 6.100 -0.241 -2.573
H -2.324 3.143 -0.444
H 4.009 0.454 1.828
H -1.353 -2.379 6.070
H 0.005 2.356 -0.257
H 0.044 2.033 1.983
H -2.365 -0.778 4.667
H -3.479 2.535 -6.117
H 3.473 3.002 0.037
*
```

Calculated values
Electronic energy   -231395.00632 eV
HOMO-LUMO gap (spin up / spin down)   7.8 / 5.3 eV

Electronic structure analysis, Mulliken charges in units of e: As 0.716; As 0.608; Fe 3.228; F -0.309; F -0.445; F -0.385; F -0.244; F -0.094; F -0.304; F -0.361; F -0.268; O 1.348; O 1.101; O -0.504; N -1.098; N 0.864; C -0.549; C -1.636; C 0.331; C -0.595; C 1.604; C -0.406; C 0.283; C 0.053; C -0.277; C -0.289; C -0.723; C -0.527; C -0.910; C -0.783; C -0.487; C -0.533; C -0.715; C -0.794; C 0.212; C -0.786; C -0.096; C -0.928; C -0.515; C -0.469; C -1.028; C -0.417; C 0.626; C -0.843; C -0.731; C -1.968; C -0.518; C -0.369; C 0.149; C 0.231; C -0.965; C -0.403; C -0.467; C 0.243; C -1.029; C -0.798; C -0.477; B 0.118; B -0.441; H 0.398; H 0.451; H 0.317; H 0.272; H 0.982; H 0.375; H 0.444; H 0.370; H 0.404; H 0.699; H 0.496; H 0.398; H 0.381; H 0.185; H 0.077; H 0.405; H 0.300; H 0.405; H 0.379; H 0.572; H 0.507; H 0.411; H 0.481; H 0.354; H 0.481; H 0.348; H 0.447; H 0.421; H 0.270; H 0.301; H 0.416; H 0.120; H -0.100; H 0.303; H 0.382; H 0.319

=====

C3H4ClN in the gas phase in a non-equilibrium geometry, computed with wB97M-V/def2-TZVPD.

ORCA input file:
```
! RIJCOSX wB97M-V def2-TZVPD def2/J DEFGRID3
* xyz 0 1
Cl -2.654 -1.412 -0.253
N -1.192 -0.669 -1.233
C -0.334 -0.198 -0.490
C 0.208 0.077 0.850
C 0.930 0.539 -0.394
H 1.837 0.037 -0.699
H 0.605 -0.765 1.398
H 0.901 1.590 -0.648
H -0.302 0.802 1.468
*
```

Calculated values
Electronic energy   -17185.52869 eV
Energy relative to the best compared isomer or geometry (same formula, charge and spin)   50.9 kcal/mol
SMILES   ClN=C1CC1
HOMO-LUMO gap   10.3 eV

Electronic structure analysis, natural (NBO) charges in units of e: Cl -0.050; N -0.264; C 0.241; C -0.458; C -0.430; H 0.239; H 0.242; H 0.239; H 0.241

=====

Q: The lowest electronic energy belongs to which entry?
A: C41H36As2B2F8FeN2O3